Entry 1:
Density functional theory data (ωB97M-V with the def2-TZVPD basis set) for a structure of composition C26H26As2O7P2Pt in a non-equilibrium geometry.

The geometry in ORCA input format:
```
! RIJCOSX wB97M-V def2-TZVPD def2/J DEFGRID3
* xyz 2 1
Pt -1.568 -0.173 0.681
C 1.762 -1.035 2.256
C 1.270 0.191 3.016
As -0.492 0.918 2.525
C -1.571 0.715 4.080
C -2.706 -0.086 4.009
C -3.505 -0.243 5.131
C -3.160 0.398 6.312
C -2.026 1.200 6.378
C -1.226 1.367 5.259
C -0.205 2.760 2.101
C 0.902 3.459 2.575
C 1.042 4.803 2.265
C 0.089 5.442 1.483
C -1.012 4.742 1.009
C -1.162 3.399 1.316
As 2.443 -0.742 0.458
C 3.971 -1.829 0.241
C 3.962 -3.118 0.774
C 5.073 -3.924 0.596
C 6.174 -3.443 -0.104
C 6.173 -2.160 -0.635
C 5.067 -1.341 -0.467
C 2.887 1.082 0.191
C 2.294 1.979 -0.689
C 2.739 3.293 -0.701
C 3.751 3.701 0.156
C 4.340 2.799 1.033
C 3.914 1.481 1.054
H 1.067 -1.875 2.250
H 2.679 -1.387 2.739
H 2.015 0.983 2.991
H 1.154 -0.106 4.061
H -2.982 -0.592 3.083
H -4.391 -0.861 5.083
H -3.783 0.278 7.188
H -1.771 1.702 7.301
H -0.357 2.014 5.307
H 1.649 2.983 3.197
H 1.893 5.355 2.642
H 0.201 6.492 1.249
H -1.756 5.242 0.403
H -2.025 2.859 0.942
H 3.102 -3.503 1.309
H 5.083 -4.926 1.002
H 7.040 -4.076 -0.238
H 7.033 -1.796 -1.181
H 5.064 -0.342 -0.884
H 1.499 1.679 -1.352
H 2.289 3.998 -1.387
H 4.092 4.727 0.133
H 5.140 3.114 1.689
H 4.402 0.776 1.720
O 0.199 -1.061 -2.948
P 0.024 -1.026 -1.418
O 1.367 -1.501 -0.732
O -0.356 0.366 -0.897
O -1.010 -2.092 -1.006
P -2.738 -1.986 -1.287
O -3.175 -2.794 0.005
O -3.045 -2.575 -2.572
O -2.872 -0.519 -0.904
H 0.538 -1.854 -3.390
H -3.609 -3.638 -0.188
*
```

Entry 2:
Density functional theory data (ωB97M-V with the def2-TZVPD basis set) for a cluster of 2 separate species, C5H14O in total in a non-equilibrium geometry.

The geometry in ORCA input format:
```
! RIJCOSX wB97M-V def2-TZVPD def2/J DEFGRID3
* xyz 0 1
C -0.996 -1.143 1.004
C -1.024 -0.351 -0.310
C -0.289 0.993 -0.173
C 0.627 1.466 -1.425
C 0.569 1.201 1.063
H -1.041 -0.507 1.852
H -1.776 -2.001 0.922
H 0.006 -1.553 1.076
H -0.511 -0.966 -1.057
H -2.065 -0.450 -0.729
H -1.112 1.770 -0.286
H 0.984 2.455 -1.084
H -0.011 1.572 -2.265
H 1.444 0.787 -1.530
H 1.276 2.032 0.783
H 1.124 0.353 1.513
H -0.079 1.764 1.824
O 0.870 -2.922 -0.463
H 1.233 -2.430 0.297
H 0.771 -2.071 -1.011
*
```

As for the SMILES: CCC(C)C.O.

Entry 3:
Density functional theory data (ωB97M-V with the def2-TZVPD basis set) for the molecule C18H20BrNO4.

The geometry in ORCA input format:
```
! RIJCOSX wB97M-V def2-TZVPD def2/J DEFGRID3
* xyz 0 1
C 6.809 0.186 -2.135
O 6.338 -0.345 -0.920
C 5.068 -0.061 -0.533
C 4.172 0.730 -1.246
C 2.903 0.949 -0.745
C 2.491 0.382 0.455
C 1.106 0.665 0.918
O 0.495 1.669 0.597
N 0.565 -0.277 1.729
C -0.810 -0.163 2.172
C -1.094 -1.176 3.277
C -1.788 -0.291 1.020
C -2.762 0.696 0.864
C -3.686 0.672 -0.164
O -4.649 1.604 -0.372
C -4.681 2.731 0.470
C -3.655 -0.393 -1.094
O -4.593 -0.356 -2.074
C -4.591 -1.376 -3.042
C -2.693 -1.374 -0.951
C -1.776 -1.313 0.092
Br -0.503 -2.735 0.157
C 3.396 -0.401 1.171
C 4.666 -0.615 0.686
H 6.218 -0.169 -2.985
H 7.833 -0.170 -2.236
H 6.808 1.281 -2.123
H 4.451 1.179 -2.186
H 2.203 1.569 -1.286
H 1.030 -1.161 1.856
H -0.922 0.852 2.574
H -2.112 -1.052 3.637
H -0.408 -1.022 4.107
H -0.978 -2.194 2.914
H -2.766 1.509 1.572
H -5.484 3.358 0.086
H -4.903 2.454 1.506
H -3.738 3.286 0.434
H -5.407 -1.137 -3.721
H -4.771 -2.359 -2.593
H -3.650 -1.398 -3.602
H -2.634 -2.197 -1.646
H 3.125 -0.824 2.127
H 5.379 -1.212 1.233
*
```

As for the SMILES: COc1ccc(C(=O)N[C@H](C)c2cc(OC)c(OC)cc2Br)cc1.

Entry 4:
Density functional theory data (ωB97M-V with the def2-TZVPD basis set) for the molecule C8H8 in a non-equilibrium geometry.

The geometry in ORCA input format:
```
! RIJCOSX wB97M-V def2-TZVPD def2/J DEFGRID3
* xyz 0 1
C 1.719 -0.078 -0.023
C 1.132 1.019 0.513
C -0.216 1.688 0.387
C -1.362 1.073 0.496
C -1.376 -0.367 0.771
C -0.954 -1.429 -0.036
C -0.106 -1.253 -1.204
C 1.174 -0.792 -1.142
H 2.843 -0.173 0.141
H 1.823 1.628 1.140
H -0.230 2.733 0.272
H -2.407 1.560 0.593
H -1.976 -0.614 1.809
H -1.368 -2.402 0.307
H -0.650 -1.724 -2.082
H 1.954 -0.871 -1.945
*
```

As for the SMILES: C1=C\C=C/C=C\C=C/1.

Entry 5:
Density functional theory data (ωB97M-V with the def2-TZVPD basis set) for a cluster of 14 separate species, H28O14 in total in a non-equilibrium geometry.

The geometry in ORCA input format:
```
! RIJCOSX wB97M-V def2-TZVPD def2/J DEFGRID3
* xyz 0 1
H 0.993 1.073 -0.657
H 0.115 -0.175 -0.417
H 1.087 -4.038 -1.007
H 0.293 -5.205 -0.466
H 2.055 -1.002 -0.789
H 0.610 -1.526 -1.171
H -3.202 -1.277 -1.228
H -2.508 -2.612 -1.548
H 0.616 2.885 -2.416
H -0.253 2.444 -1.271
H -3.025 1.431 2.901
H -2.341 1.940 1.687
H 2.361 3.199 1.346
H 1.429 4.151 0.788
H 4.997 0.187 0.252
H 6.163 1.171 0.846
H 3.837 -3.049 -2.273
H 4.706 -2.957 -1.178
H 0.401 -0.230 4.084
H 1.166 -1.201 5.072
H -0.797 4.378 -1.728
H -0.346 5.835 -1.514
H -4.683 -1.414 1.164
H -3.365 -1.722 1.648
H -0.781 -0.746 2.068
H -1.838 -0.280 1.065
H -3.408 0.984 -2.452
H -3.114 -0.409 -3.144
O 1.018 0.123 -0.285
O 0.605 -4.823 -1.333
O 1.367 -1.645 -0.543
O -2.798 -1.731 -1.891
O -0.115 2.271 -2.231
O -2.852 1.198 1.934
O 1.439 3.372 1.351
O 5.235 0.997 0.849
O 3.756 -3.097 -1.355
O 0.535 -1.172 4.417
O -0.019 4.920 -1.626
O -4.201 -1.309 1.939
O -1.535 -0.999 1.521
O -3.603 0.060 -2.407
*
```

Entry 6:
Density functional theory data (ωB97M-V with the def2-TZVPD basis set) for the molecule C4H5N3O in a non-equilibrium geometry.

The geometry in ORCA input format:
```
! RIJCOSX wB97M-V def2-TZVPD def2/J DEFGRID3
* xyz 0 1
H 1.139 2.435 0.508
N 0.639 1.454 0.304
C -0.620 1.190 -0.017
N -1.057 -0.137 -0.573
O -2.653 0.010 0.000
C -0.519 -1.310 0.042
C 0.860 -1.389 0.340
C 1.748 -0.356 0.079
N 2.579 0.248 -0.351
H -1.276 2.012 -0.239
H -2.481 0.285 1.117
H -1.274 -2.173 0.088
H 1.172 -2.403 0.192
*
```

As for the SMILES: [H]/N=C/N(O)/C=C\C#N.

Entry 7:
Density functional theory data (ωB97M-V with the def2-TZVPD basis set) for a cluster of 4 separate species, C26H33N3O11S in total in a non-equilibrium geometry.

The geometry in ORCA input format:
```
! RIJCOSX wB97M-V def2-TZVPD def2/J DEFGRID3
* xyz 0 1
C -8.388 -5.698 1.116
O -7.526 -6.063 2.251
C -6.591 -4.940 2.589
C -5.085 -5.662 2.671
C -3.994 -4.437 2.576
C -2.452 -4.855 2.948
C -1.413 -3.597 2.582
C -1.159 -3.737 0.935
S 0.135 -2.554 0.275
O 1.397 -2.481 1.175
O 0.621 -3.150 -1.102
O -0.574 -1.041 -0.065
O -5.044 -6.608 1.537
C -4.022 -7.651 1.726
H -9.390 -6.335 1.208
H -8.709 -4.574 1.158
H -7.930 -5.944 0.066
H -6.637 -4.164 1.700
H -6.949 -4.512 3.618
H -4.989 -6.166 3.728
H -4.120 -3.924 1.530
H -4.327 -3.636 3.395
H -2.039 -5.776 2.332
H -2.371 -5.078 4.106
H -1.887 -2.561 2.873
H -0.354 -3.744 3.091
H -0.734 -4.844 0.799
H -2.182 -3.635 0.363
H -0.620 -0.514 0.806
H -4.483 -8.709 1.419
H -3.529 -7.657 2.791
H -3.170 -7.424 0.922
O -1.591 3.806 0.929
N -0.636 3.048 0.705
O -0.249 2.159 1.477
C 0.091 3.220 -0.559
C -0.289 4.238 -1.445
C 0.422 4.411 -2.634
C 1.496 3.573 -2.936
C 1.865 2.554 -2.057
C 1.164 2.372 -0.863
H -1.124 4.899 -1.224
H 0.139 5.203 -3.325
H 2.050 3.716 -3.862
H 2.702 1.903 -2.301
H 1.466 1.575 -0.187
O 2.660 6.416 -5.933
N 2.654 6.619 -4.710
O 2.910 5.760 -3.855
C 2.314 7.969 -4.244
C 1.981 8.962 -5.175
C 1.635 10.237 -4.724
C 1.628 10.518 -3.357
C 1.971 9.530 -2.432
C 2.315 8.250 -2.871
H 1.981 8.759 -6.244
H 1.368 11.013 -5.439
H 1.353 11.512 -3.010
H 1.966 9.757 -1.368
H 2.577 7.490 -2.137
O 8.669 -0.033 1.617
N 8.019 -0.567 0.706
O 8.440 -0.741 -0.446
C 6.656 -1.018 1.012
C 6.126 -0.807 2.293
C 4.821 -1.216 2.571
C 4.056 -1.835 1.581
C 4.590 -2.054 0.310
C 5.893 -1.646 0.019
H 6.709 -0.326 3.075
H 4.398 -1.051 3.560
H 3.036 -2.148 1.801
H 3.988 -2.539 -0.456
H 6.294 -1.820 -0.978
*
```

As for the SMILES: COC[C@H](CCCCS(=O)(=O)O)OC.O=[N+]([O-])c1ccccc1.O=[N+]([O-])c1ccccc1.O=[N+]([O-])c1ccccc1.

Entry 8:
Density functional theory data (ωB97M-V with the def2-TZVPD basis set) for a cluster of 6 separate species, C6H11Cl13 in total in a non-equilibrium geometry.

The geometry in ORCA input format:
```
! RIJCOSX wB97M-V def2-TZVPD def2/J DEFGRID3
* xyz 0 1
Cl 3.382 2.955 -14.699
C 4.248 1.990 -13.596
Cl 3.317 1.974 -12.100
Cl 5.876 2.703 -13.405
H 4.313 0.970 -13.975
Cl 6.878 -2.302 -14.536
C 8.652 -2.369 -14.603
Cl 9.364 -1.111 -13.543
H 8.949 -3.344 -14.217
H 9.024 -2.026 -15.568
Cl -0.897 0.036 -13.337
C -1.635 1.137 -12.088
Cl -1.670 2.836 -12.697
H -2.586 0.729 -11.746
H -0.900 1.121 -11.282
Cl 11.093 4.653 -14.623
C 11.208 3.862 -13.077
Cl 12.598 2.707 -13.161
H 11.421 4.642 -12.346
H 10.296 3.288 -12.911
Cl 6.075 4.049 -7.451
C 5.042 2.683 -7.052
Cl 5.769 1.676 -5.695
H 4.104 3.038 -6.626
H 4.833 2.004 -7.879
Cl 0.299 7.415 -14.889
C 0.216 6.828 -16.555
Cl -1.484 6.540 -17.086
H 0.544 7.646 -17.197
H 0.823 5.934 -16.697
*
```

As for the SMILES: ClC(Cl)Cl.ClCCl.ClCCl.ClCCl.ClCCl.ClCCl.

Entry 9:
Density functional theory data (ωB97M-V with the def2-TZVPD basis set) for the molecule C26H24N4O6 in a non-equilibrium geometry.

The geometry in ORCA input format:
```
! RIJCOSX wB97M-V def2-TZVPD def2/J DEFGRID3
* xyz 0 1
C 3.862 -1.423 4.445
C 3.620 -2.485 3.384
C 3.949 -2.016 1.947
C 2.671 -2.297 1.217
C 2.331 -2.163 -0.106
C 1.018 -2.449 -0.496
C 0.627 -2.236 -1.895
O 1.388 -2.801 -2.816
C -0.427 -1.437 -2.252
C -0.685 -1.103 -3.623
O -0.115 -1.569 -4.603
C -1.772 -0.039 -3.612
O -2.332 0.449 -4.567
N -1.992 0.269 -2.305
C -3.107 1.073 -1.842
C -3.197 2.436 -2.529
C -2.137 3.425 -2.041
N -2.341 3.788 -0.663
C -3.414 4.462 -0.149
C -3.206 4.536 1.198
N -2.036 3.926 1.520
C -1.546 3.493 0.392
C -1.263 -0.557 -1.359
C -0.336 0.228 -0.459
C 0.675 1.004 -1.021
C 1.630 1.613 -0.224
C 1.605 1.432 1.147
C 0.586 0.672 1.704
N 0.568 0.440 3.128
O 1.546 0.785 3.756
O -0.402 -0.107 3.599
C -0.396 0.087 0.916
C 0.092 -2.896 0.445
C 0.440 -3.071 1.773
C 1.736 -2.758 2.151
O 2.229 -2.860 3.393
H 4.913 -1.146 4.456
H 3.259 -0.539 4.246
H 3.587 -1.810 5.422
H 4.184 -3.393 3.637
H 4.795 -2.558 1.524
H 4.182 -0.949 1.928
H 3.048 -1.822 -0.837
H 1.055 -2.537 -3.717
H -2.994 1.206 -0.762
H -4.040 0.526 -2.030
H -3.093 2.296 -3.605
H -4.188 2.849 -2.333
H -2.177 4.328 -2.659
H -1.140 2.987 -2.130
H -4.206 4.832 -0.767
H -3.818 4.987 1.952
H -0.614 2.978 0.287
H -1.975 -1.124 -0.745
H 0.719 1.116 -2.095
H 2.404 2.215 -0.674
H 2.351 1.873 1.790
H -1.172 -0.491 1.393
H -0.906 -3.149 0.122
H -0.268 -3.433 2.500
*
```

As for the SMILES: C[C@@H]1Cc2cc(/C(O)=C3/C(=O)C(=O)N(CCCn4ccnc4)[C@@H]3c3cccc([N+](=O)[O-])c3)ccc2O1.

Entry 10:
Density functional theory data (ωB97M-V with the def2-TZVPD basis set) for the molecule C4H6O2 in a non-equilibrium geometry.

The geometry in ORCA input format:
```
! RIJCOSX wB97M-V def2-TZVPD def2/J DEFGRID3
* xyz 0 1
O -1.385 -1.229 0.387
C -1.341 -0.376 -0.626
C -0.064 0.512 -0.448
C 0.384 0.515 0.989
C 1.266 -0.357 0.113
O 2.292 0.200 -0.324
H -2.219 0.303 -0.763
H 0.141 1.488 -0.884
H -1.255 -0.960 -1.574
H 0.087 -0.041 1.867
H 0.991 1.374 1.266
H 1.104 -1.430 -0.004
*
```

Entry 11:
Density functional theory data (ωB97M-V with the def2-TZVPD basis set) for the molecule C17H18BFN2O4S in a non-equilibrium geometry.

The geometry in ORCA input format:
```
! RIJCOSX wB97M-V def2-TZVPD def2/J DEFGRID3
* xyz 0 1
C 3.380 2.228 3.261
C 2.447 1.438 2.808
C 2.820 0.056 2.267
O 3.382 -0.716 3.011
N 2.426 -0.275 0.972
C 2.181 0.819 0.051
C 0.690 1.178 0.044
O 0.176 1.649 1.044
N 0.031 0.941 -1.070
C -1.361 1.075 -0.982
C -2.043 1.288 -2.327
C -3.439 1.748 -2.018
C -4.421 0.943 -1.392
C -5.615 1.521 -1.133
S -5.611 3.171 -1.750
C -3.948 3.001 -2.199
B -1.715 -0.382 -0.330
O -2.222 -1.314 -1.220
O -1.504 -0.637 1.045
C 2.094 -1.568 0.624
C 1.979 -2.500 1.633
C 1.979 -3.840 1.307
C 1.974 -4.271 0.022
C 2.083 -3.390 -0.988
C 1.977 -2.013 -0.684
F 2.159 -1.152 -1.731
H 4.308 1.714 3.633
H 3.177 3.263 3.611
H 1.465 1.869 2.450
H 2.616 0.646 -0.999
H 2.684 1.626 0.530
H 0.406 0.528 -1.906
H -1.608 1.825 -0.164
H -2.079 0.319 -2.829
H -1.448 2.020 -2.903
H -4.030 -0.078 -1.352
H -6.465 1.116 -0.601
H -3.305 3.841 -2.608
H -2.205 -2.201 -0.901
H -1.003 0.101 1.347
H 1.954 -2.074 2.588
H 1.670 -4.535 2.081
H 1.937 -5.385 -0.222
H 2.029 -3.593 -2.019
*
```

As for the SMILES: C=CC(=O)N(CC(=O)N[C@@H](Cc1ccsc1)B(O)O)c1ccccc1F.

Entry 12:
Density functional theory data (ωB97M-V with the def2-TZVPD basis set) for a cluster of 2 separate species, C3H3Cl2N4O in total in a non-equilibrium geometry.

The geometry in ORCA input format:
```
! RIJCOSX wB97M-V def2-TZVPD def2/J DEFGRID3
* xyz -1 1
C -2.975 0.484 -1.398
C 1.265 -0.456 -0.257
C -1.795 -0.878 -3.104
N -4.329 0.585 -1.138
N -4.924 -0.117 -2.080
N -4.228 -0.629 -2.996
N -2.919 -0.392 -2.593
O -2.004 0.970 -0.812
Cl 2.710 0.327 0.481
Cl -2.015 -1.858 -4.493
H 0.681 -0.940 0.406
H 0.618 0.359 -0.731
H 1.646 -1.256 -1.004
*
```

Number 1: HOMO level -14.76 eV, electronic energy -185207.6734 eV. Number 2: HOMO level -10.41 eV, electronic energy -7457.9991 eV. Number 3: HOMO level -7.99 eV, electronic energy -98712.7879 eV. Number 4: HOMO level -8.18 eV, electronic energy -8422.1724 eV. Number 5: HOMO level -8.53 eV, electronic energy -29113.8929 eV. Number 6: HOMO level -8.81 eV, electronic energy -10739.4450 eV. Number 7: HOMO level -9.62 eV, electronic energy -65310.1434 eV. Number 8: HOMO level -10.92 eV, electronic energy -169191.1160 eV. Number 9: HOMO level -8.73 eV, electronic energy -45595.1762 eV. Number 10: HOMO level -8.66 eV, electronic energy -8333.8714 eV. Number 11: HOMO level -8.63 eV, electronic energy -43320.8968 eV. Number 12: HOMO level -5.03 eV, electronic energy -36210.8787 eV.